Record 1
Entry from the Open Molecules 2025 dataset: a structure of composition C32H32BrCdN7O2S2 (ωB97M-V/def2-TZVPD).

```
77
Properties=species:S:1:pos:R:3:lowdin_charge:R:1
Cd 0.25 0.11 -0.29 1.334
C 3.19 2.48 -2.60 -0.085
C 2.31 3.73 -2.59 -0.243
N 1.41 3.81 -1.44 -0.020
C 0.39 2.93 -1.29 -0.854
S -0.29 2.68 0.29 0.563
N -0.01 2.29 -2.38 -0.023
N -0.78 1.21 -2.08 -0.115
C -1.72 0.91 -2.89 -0.303
C -2.00 1.76 -4.08 -0.025
C -2.52 -0.31 -2.56 -0.231
C -3.72 -0.58 -3.20 -0.014
C -4.44 -1.71 -2.86 -0.061
C -3.94 -2.56 -1.89 -0.061
C -2.73 -2.22 -1.30 -0.137
N -2.04 -1.13 -1.61 0.081
H 3.91 2.53 -3.42 0.071
H 2.58 1.59 -2.72 0.048
H 3.74 2.39 -1.65 0.068
H 1.70 3.76 -3.49 0.101
H 2.92 4.63 -2.57 0.108
H 1.84 4.03 -0.55 0.105
H -1.99 2.81 -3.79 0.081
H -2.94 1.53 -4.57 0.056
H -1.19 1.63 -4.81 0.090
H -4.10 0.09 -3.96 0.098
H -5.38 -1.93 -3.35 0.110
H -4.46 -3.46 -1.60 0.104
H -2.30 -2.86 -0.54 0.085
C -4.45 1.09 2.85 -0.037
C -3.37 0.06 2.63 -0.247
C -3.35 -1.15 3.30 -0.020
C -2.36 -2.08 3.04 -0.105
C -1.41 -1.75 2.10 -0.759
Br -0.04 -3.01 1.69 0.821
N -1.38 -0.59 1.46 -0.012
C -2.35 0.30 1.73 -0.110
H -4.92 0.98 3.83 0.078
H -5.24 0.98 2.09 0.086
H -4.06 2.10 2.75 0.085
H -4.11 -1.37 4.05 0.123
H -2.31 -3.03 3.56 0.106
H -2.27 1.24 1.19 0.043
C -1.32 0.49 6.04 -0.046
C -0.29 0.49 4.93 -0.269
C 0.06 1.68 4.30 -0.033
C 0.99 1.70 3.27 -0.087
C 1.56 0.51 2.86 -0.315
C 1.26 -0.68 3.50 -0.122
C 0.33 -0.69 4.53 -0.060
S 2.78 0.50 1.59 0.546
O 4.03 0.12 2.20 -0.308
O 2.79 1.79 0.94 -0.359
N 2.15 -0.62 0.60 -0.255
C 3.03 -1.32 -0.25 -0.277
C 4.25 -1.84 0.13 -0.020
C 5.10 -2.51 -0.78 -0.069
C 4.75 -2.69 -2.08 -0.055
C 3.49 -2.22 -2.51 -0.160
C 3.05 -2.39 -3.84 -0.011
C 1.82 -1.94 -4.22 -0.049
C 1.00 -1.33 -3.25 -0.142
N 1.38 -1.15 -2.01 0.038
C 2.62 -1.56 -1.61 -0.169
H -2.29 0.81 5.66 0.071
H -1.03 1.18 6.84 0.082
H -1.43 -0.50 6.47 0.075
H -0.41 2.61 4.61 0.119
H 1.24 2.62 2.75 0.082
H 1.74 -1.60 3.18 0.070
H 0.08 -1.63 5.02 0.115
H 4.58 -1.71 1.15 0.095
H 6.05 -2.89 -0.42 0.107
H 5.40 -3.20 -2.78 0.109
H 3.70 -2.88 -4.55 0.119
H 1.45 -2.06 -5.24 0.105
H 0.01 -0.99 -3.51 0.089
```

Values from the calculation:
charge = 0
E_LUMO = 0.06 eV
HOMO = -7.5 eV


Record 2
Entry from the Open Molecules 2025 dataset: a cluster of 2 separate species, C5H8OS in total (ωB97M-V/def2-TZVPD).

```
15
Properties=species:S:1:pos:R:3:nbo_charge:R:1
C -1.14 1.06 0.69 -0.166
C 0.06 0.72 1.00 -0.417
C 2.14 -2.39 0.82 -0.316
C -1.55 0.75 -0.66 -0.445
C -0.32 0.20 -1.44 -0.641
O 2.13 0.21 -0.80 -0.958
S 0.91 -0.33 -0.25 1.355
H -1.72 1.49 1.50 0.229
H 0.54 0.62 1.96 0.231
H 1.20 -2.62 1.39 0.072
H 2.72 -2.00 1.76 0.088
H -2.50 0.07 -0.59 0.226
H -1.89 1.63 -1.22 0.231
H -0.82 -0.44 -2.20 0.254
H 0.23 1.02 -1.94 0.257
```

Values from the calculation:
charge = 0
E_LUMO = -0.45 eV
HOMO = -8.8 eV


Record 3
Entry from the Open Molecules 2025 dataset: a structure of composition C6H16F2FeN3O7P2Se (ωB97M-V/def2-TZVPD).

```
38
Properties=species:S:1:pos:R:3:nbo_charge:R:1
Fe -0.03 -0.44 -0.86 1.020
N -0.52 -2.16 -1.67 -0.805
C 0.38 -3.30 -1.37 -0.229
C 1.77 -2.71 -1.13 -0.233
N 1.51 -1.69 -0.11 -0.853
H -1.50 -2.42 -1.59 0.393
H -0.41 -1.92 -2.66 0.391
H 0.35 -4.07 -2.15 0.205
H 0.06 -3.76 -0.43 0.199
H 2.20 -2.26 -2.03 0.210
H 2.44 -3.50 -0.80 0.191
H 2.29 -1.14 0.24 0.415
H 1.10 -2.15 0.70 0.392
C 1.28 2.49 2.88 -0.632
C 0.01 1.80 2.40 -0.505
O -1.11 2.19 3.18 -0.721
P -0.40 2.17 0.67 2.391
O -0.22 3.73 0.52 -0.972
O -1.95 1.95 0.55 -0.976
O 0.43 1.43 -0.34 -1.118
P 0.08 -0.05 2.48 2.367
O 1.66 -0.37 2.23 -1.025
O -0.30 -0.45 3.85 -1.128
O -0.66 -0.55 1.25 -1.212
H 1.07 3.55 3.02 0.233
H 2.09 2.38 2.17 0.226
H 1.58 2.07 3.84 0.217
H -1.15 1.56 3.91 0.502
H -0.45 4.06 -0.35 0.520
H -2.22 1.09 0.89 0.537
H 2.12 -0.35 3.07 0.509
Se -0.60 -0.15 -5.51 -0.006
C -0.21 -0.03 -3.79 0.017
N -0.76 0.25 -2.66 -0.653
F -2.34 1.92 -2.47 -0.330
C -2.15 0.59 -2.68 0.673
F -2.78 -0.07 -1.65 -0.357
H -2.65 0.32 -3.62 0.148
```

Values from the calculation:
charge = 0
E_LUMO (alpha / beta) = -1.54 / -1.43 eV
multiplicity = 2
HOMO (alpha / beta) = -6.8 / -6.7 eV


Record 4
Entry from the Open Molecules 2025 dataset: the ion C3H10BClOP with charge -1 (ωB97M-V/def2-TZVPD).

```
17
Properties=species:S:1:pos:R:3:nbo_charge:R:1
O -1.37 -1.05 3.09 -1.147
P -0.94 0.33 2.42 1.232
B 0.47 0.10 1.11 -0.522
C 0.09 -1.01 -0.03 -0.621
C 0.58 -0.65 -1.55 -0.416
C 0.27 0.89 -2.03 -0.354
Cl -1.58 1.22 -2.23 -0.140
H -0.40 1.28 3.41 -0.108
H -2.05 0.98 1.72 -0.109
H 0.77 1.16 0.70 -0.041
H 1.41 -0.29 1.74 -0.014
H -1.06 -1.30 -0.02 0.206
H 0.65 -2.02 0.28 0.208
H -0.06 -1.35 -2.28 0.191
H 1.71 -0.97 -1.77 0.204
H 0.82 1.72 -1.41 0.239
H 0.70 0.98 -3.14 0.192
```

Values from the calculation:
charge = -1
E_LUMO = 3.42 eV
HOMO = -4.3 eV


Record 5
Entry from the Open Molecules 2025 dataset: the ion C3H10BFN2PS with charge -1 (ωB97M-V/def2-TZVPD).

```
19
Properties=species:S:1:pos:R:3:nbo_charge:R:1
C -1.19 1.49 -0.89 -0.715
C -1.73 0.16 -0.40 0.368
N -2.77 -0.41 -0.89 -0.685
C -0.96 -0.46 0.72 -0.757
B 0.43 -1.24 0.27 0.275
F 0.49 -2.56 0.77 -0.538
S 0.69 -1.21 -1.65 -0.349
P 1.95 -0.24 1.07 1.072
N 1.86 1.35 1.07 -1.379
H -0.16 1.63 -0.59 0.266
H -1.27 1.55 -1.98 0.206
H -1.79 2.29 -0.46 0.209
H -3.12 0.13 -1.67 0.307
H -0.69 0.34 1.41 0.228
H -1.58 -1.19 1.24 0.236
H 1.87 -1.86 -1.62 0.119
H 3.13 -0.78 0.49 -0.095
H 2.12 -0.78 2.38 -0.120
H 2.70 1.79 0.71 0.352
```

Values from the calculation:
charge = -1
E_LUMO = 3.40 eV
HOMO = -4.2 eV


Record 6
Entry from the Open Molecules 2025 dataset: a cluster of 2 separate species, CH2Cl3OP in total (ωB97M-V/def2-TZVPD).

```
8
Properties=species:S:1:pos:R:3:nbo_charge:R:1
C -0.86 0.63 1.31 -0.283
O 1.85 -0.39 -3.15 -0.958
P 1.41 -1.54 -2.42 1.162
Cl -0.02 1.58 0.09 0.055
Cl 0.27 -0.57 2.04 -0.026
Cl -1.74 1.51 2.60 0.021
H -1.55 -0.12 0.87 0.235
H 0.64 -1.11 -1.32 -0.206
```

Values from the calculation:
charge = 0
E_LUMO = -0.96 eV
HOMO = -9.7 eV
SMILES = ClC(Cl)Cl.O=P